Entry 1:
Density functional theory data (ωB97M-V/def2-TZVPD) for a gas-phase ion, C4H11N2O2 (charge -1).

Results
F_max = 0.0310 hartree/bohr
SMILES string = [O-]CNCCNCO
E_HOMO = -0.1003 Ha
ΔE to the lowest compared entry with this formula, charge and spin = 304.93 kJ/mol
Net charge = -1
E_LUMO = 3.688 eV

Geometry as XYZ:
```
19
Properties=species:S:1:pos:R:3:forces:R:3
C 0.4582 1.3710 -0.1563 0.3495 -1.2444 -0.1928
N 0.5738 1.2622 1.2974 0.2018 0.7793 0.0018
C -0.7917 0.9254 1.9520 -0.1788 0.1560 -0.6602
O -1.8621 1.4303 1.3717 0.0330 -0.0294 -0.1375
C 1.3243 0.2639 -0.8151 -0.0315 0.8997 0.5051
N 0.8329 -1.0792 -0.5827 0.0095 -0.4894 -0.0148
C -0.4271 -1.4072 -1.2080 -0.5311 1.4185 0.4941
O -0.3908 -2.7042 -1.7436 0.0636 -0.4436 -0.1792
H 0.7728 2.3395 -0.5608 -0.1732 0.0350 0.1106
H -0.5883 1.1654 -0.3877 -0.2170 0.5088 -0.2541
H 0.8717 2.1794 1.6364 -0.3009 -0.3644 0.0524
H -0.6586 1.2856 2.9830 0.3170 -0.1956 0.5348
H -0.7570 -0.1973 1.9439 -0.0712 -0.0641 0.2539
H 2.3005 0.3611 -0.3447 0.2763 -0.2191 -0.0335
H 1.4690 0.4253 -1.8835 -0.1900 -0.0332 -0.2401
H 0.7761 -1.2324 0.4188 0.0125 0.1073 -0.0097
H -0.6525 -0.6428 -1.9696 0.3131 -0.2940 -0.2189
H -1.2750 -1.3030 -0.5144 0.1587 -0.4472 0.0261
H 0.5570 -2.8824 -1.7941 -0.0412 -0.0804 -0.0379
```
Positions in Å, forces in eV/Å.

***

Entry 2:
Density functional theory data (ωB97M-V/def2-TZVPD) for 2 unconnected molecules or ions with the total composition C4H11N2O2.

Results
F_max = 0.0595 hartree/bohr
E_HOMO (spin up / spin down) = -0.3460 / -0.3452 Ha
Spin multiplicity = 2
⟨S²⟩ = 0.75
ΔE to the lowest compared entry with this formula, charge and spin = 202.42 kJ/mol
E_LUMO (spin up / spin down) = 0.739 / -1.976 eV

Geometry as XYZ:
```
19
Properties=species:S:1:pos:R:3:forces:R:3
O -1.8704 -0.4016 -1.5884 0.2618 -0.1120 -0.0620
C -1.5556 0.1169 -0.5471 -0.5948 0.1919 0.4070
C -0.9917 1.5111 -0.4362 -0.1643 0.7559 -0.2604
N -2.0181 2.3250 0.2185 0.0403 -0.0055 0.3995
H -1.7975 -0.3155 0.4360 -0.1232 -0.0998 -0.1214
H -0.1041 1.5269 0.2004 -0.0639 -0.1656 -0.0733
H -0.7479 1.9060 -1.4287 0.2251 -0.2636 -0.0230
H -1.6169 3.1273 0.6824 -0.0063 -0.0319 0.0002
H -2.7293 2.6601 -0.4148 0.0417 -0.1222 -0.1509
C 1.4136 -1.6120 1.4344 -0.2030 -0.1341 0.4582
N 0.5484 -1.2617 0.3001 1.5500 -0.1554 -0.9490
C 1.4242 -0.7179 -0.8159 -2.2908 0.4610 1.9782
O 2.4242 -1.4758 -1.1919 0.7330 -0.2839 -0.7538
H 1.9702 -2.5483 1.2970 0.0522 0.2628 -0.1036
H 0.8292 -1.7220 2.3521 -0.0774 0.0346 -0.1374
H 2.1197 -0.8005 1.6029 0.1137 0.0026 0.0482
H 0.2188 -2.1451 -0.0827 -0.4334 0.1077 0.0574
H 1.7984 0.2577 -0.4212 0.2349 -0.2280 -0.3459
H 0.6847 -0.4306 -1.5970 0.7045 -0.2145 -0.3681
```
Positions in Å, forces in eV/Å.

***

Entry 3:
Density functional theory data (ωB97M-V/def2-TZVPD) for a gas-phase ion, C4H11N2O2 (charge +1).

Results
F_max = 0.0684 hartree/bohr
SMILES string = [NH3+]CC(=O)NCCO
E_HOMO = -0.5026 Ha
ΔE to the lowest compared entry with this formula, charge and spin = 190.57 kJ/mol
Net charge = +1
E_LUMO = -3.649 eV

Geometry as XYZ:
```
19
Properties=species:S:1:pos:R:3:forces:R:3
N -0.0537 -1.2555 -2.3008 -0.6744 -0.0186 -0.2933
C 0.2641 -0.5518 -1.0275 2.7090 0.1960 -0.6265
C -1.0178 -0.3716 -0.3218 -2.0740 1.5797 1.8832
N -1.0048 -0.1709 1.0221 0.7205 0.0715 -1.5859
C 0.1914 0.1858 1.8145 -2.8303 -0.3429 1.4964
C 0.9972 1.3844 1.3940 -0.1778 3.0613 -1.7268
O 2.1528 1.0107 0.6537 0.5680 -0.9253 0.5794
O -2.0794 -0.2941 -0.9303 0.6356 -0.7518 -0.7887
H 0.6984 -1.3347 -2.9942 0.1418 -0.2861 0.6043
H -0.8269 -0.7718 -2.7969 -0.0358 -0.2003 0.6522
H -0.4108 -2.1518 -1.9655 -0.0113 -0.3517 -0.9408
H 1.0379 -1.1317 -0.4603 -0.7833 0.3689 -0.5183
H 0.7753 0.3898 -1.3138 -0.5414 -0.2937 0.5408
H -1.9229 0.0660 1.3663 0.0260 0.0928 0.0958
H -0.3430 0.4514 2.7744 1.1038 -0.2802 -0.6744
H 0.6411 -0.7943 2.0005 1.0985 0.7313 0.0516
H 1.0205 2.1481 2.2022 1.4341 -1.1644 0.4094
H 0.5664 2.1779 0.6836 -1.1083 -1.7303 0.4928
H 2.8684 1.6521 0.6359 -0.2008 0.2438 0.3490
```
Positions in Å, forces in eV/Å.

***

Entry 4:
Density functional theory data (ωB97M-V/def2-TZVPD) for 2 unconnected molecules or ions with the total composition C4H11N2O2.

Results
F_max = 0.0855 hartree/bohr
E_HOMO = -0.4863 Ha
ΔE to the lowest compared entry with this formula, charge and spin = 368.29 kJ/mol
Net charge = +1
E_LUMO = -3.210 eV

Geometry as XYZ:
```
19
Properties=species:S:1:pos:R:3:forces:R:3
C 1.2325 1.4107 -0.9915 -0.7555 0.8484 -2.4225
C 1.2545 2.8459 -0.6131 -2.6151 0.1399 2.0062
C -1.5769 -2.9292 2.4996 -0.5915 -0.0168 1.0812
C -1.1137 -2.0419 1.6639 1.2513 4.1366 -0.8126
N 1.8971 1.1386 -2.1001 1.8794 -1.5033 -1.6516
N 0.3236 0.5698 -0.5012 1.4904 -0.5340 -1.2486
O -1.7252 -1.5711 0.4356 1.6952 -0.8424 1.6602
O 0.3834 -0.7326 -1.0042 -0.5356 -0.6463 0.7995
H 1.2001 3.5672 -1.4329 -0.5462 -0.5527 -0.1240
H 0.4526 3.0257 0.1912 0.9725 0.0516 -1.4589
H 2.1402 3.0932 -0.1342 1.9824 0.1967 1.0384
H -1.2650 -3.0526 3.5374 0.7118 0.1455 -0.5627
H -2.5146 -3.4221 2.3580 -0.3944 -0.4565 -0.6686
H -0.3072 -1.3667 -0.5407 0.6938 2.0409 -0.6400
H -0.3060 -1.2009 1.8500 -1.2771 -2.4611 0.0884
H 2.5452 1.8413 -2.6138 -1.7718 -1.6074 1.6506
H 1.9580 0.1345 -2.4510 -0.2610 1.9031 0.6822
H 0.0472 0.7364 0.4310 -0.7498 -0.1738 1.1937
H -2.4539 -2.1489 0.2831 -1.1786 -0.6681 -0.6110
```
Positions in Å, forces in eV/Å.

***

Entry 5:
Density functional theory data (ωB97M-V/def2-TZVPD) for 3 unconnected molecules or ions with the total composition C4H11N2O2.

Results
F_max = 0.0194 hartree/bohr
E_HOMO = -0.5042 Ha
ΔE to the lowest compared entry with this formula, charge and spin = 36.45 kJ/mol
Net charge = +1
E_LUMO = -2.785 eV

Geometry as XYZ:
```
19
Properties=species:S:1:pos:R:3:forces:R:3
C 0.6606 2.2134 0.0002 -0.2732 -0.8712 0.3974
C 0.7111 0.7543 0.3582 -0.0728 0.5832 0.3773
C 1.6670 -0.1779 0.1499 0.4659 0.1247 0.3437
N 1.1971 -1.3832 0.6410 -0.8633 -0.0189 -0.2656
C -0.0387 -1.1813 1.0926 -0.1303 0.4830 0.6818
N -0.3449 0.0953 0.9607 0.8148 -0.2497 0.1067
H 1.5671 2.7366 0.2851 0.2627 -0.0987 -0.4141
H -0.1308 2.7140 0.5526 -0.2368 -0.0519 -0.1722
H 0.4495 2.1982 -1.0663 0.1165 0.7752 -0.0728
H 2.7000 -0.0157 -0.1049 -0.0815 -0.2343 -0.4458
H 1.4202 -2.3049 0.2882 0.6521 0.0642 0.3069
H -0.6294 -1.8377 1.6973 -0.1935 -0.6102 -0.3816
H -1.2213 0.5033 1.2543 -0.0925 0.0523 -0.3101
H -0.4281 -1.5844 -2.7197 -0.0744 -0.0103 -0.0359
H 0.4858 -0.4237 -2.3235 -0.2184 -0.2743 0.0068
O -0.0615 -1.1318 -1.9539 0.2481 0.1757 -0.1499
H -3.4620 0.1221 -0.0155 -0.0549 -0.0015 -0.1445
H -2.9991 1.5134 -0.4312 -0.0599 -0.0805 -0.1005
O -2.6773 0.6154 -0.2823 -0.2087 0.2434 0.2726
```
Positions in Å, forces in eV/Å.

***

Entry 6:
Density functional theory data (ωB97M-V/def2-TZVPD) for a gas-phase ion, C4H11N2O2 (charge +1).

Results
F_max = 0.1180 hartree/bohr
SMILES string = C[N@H+]1[C@H](O)N[C@@H]1CO
E_HOMO = -0.5211 Ha
ΔE to the lowest compared entry with this formula, charge and spin = 290.64 kJ/mol
Net charge = +1
E_LUMO = -2.829 eV

Geometry as XYZ:
```
19
Properties=species:S:1:pos:R:3:forces:R:3
C 0.3506 -0.4845 -0.8079 -2.0308 0.7102 3.7697
C -1.5982 -0.1703 0.1274 0.9490 -3.3680 -1.2130
C -0.4029 1.9779 -0.5847 -5.3815 -1.5137 -2.3575
C 1.5729 -0.8210 -0.0379 1.6789 -0.3217 -0.2745
N -0.8358 -1.2738 -0.4864 1.2061 3.1204 1.2441
N -0.3452 0.6375 0.0058 2.1151 1.1533 1.4130
O -2.1022 -0.5180 1.3159 -1.2906 1.6273 0.4481
O 1.2859 -0.8459 1.3470 0.2201 0.2575 0.3295
H 0.6200 -0.0286 -1.6965 -0.0123 0.0588 -2.5840
H -2.3636 0.1934 -0.5375 -0.4696 0.7146 0.1992
H -0.7048 1.7329 -1.6851 0.4338 0.9040 1.7158
H -1.3201 2.4993 -0.1344 1.6977 -0.3729 -0.5047
H 0.4626 2.5199 -0.6254 2.2919 1.1852 0.5170
H 2.3989 -0.1268 -0.3286 -0.5664 -0.2388 0.4542
H 1.8551 -1.7812 -0.4261 0.4876 -0.8461 0.1019
H -1.2727 -2.0360 -0.8463 -0.9205 -2.5317 -1.8138
H 0.1793 0.6374 0.9197 -0.7863 -0.0649 -0.5110
H -1.5900 -1.1230 1.8489 0.7935 -0.3609 -0.1457
H 2.0732 -0.8185 1.9278 -0.4157 -0.1124 -0.7882
```
Positions in Å, forces in eV/Å.